<one>
This record from OMol25 describes a single C12H14N2O molecule. The level of theory is wB97M-V/def2-TZVPD.

```
! wB97M-V def2-TZVPD RIJCOSX def2/J DEFGRID3
* xyz 0 1
C 1.86 1.62 -2.43
C 1.65 0.37 -1.58
C 1.02 0.63 -0.22
N 1.67 1.56 0.56
O -0.54 1.28 -0.63
C -1.42 0.44 -0.11
C -2.80 0.60 -0.17
C -3.61 -0.35 0.43
C -3.08 -1.44 1.09
C -1.70 -1.61 1.15
C -0.89 -0.67 0.56
C 0.62 -0.67 0.53
C 1.23 -0.76 1.94
C 1.03 -1.86 -0.19
N 1.30 -2.85 -0.68
H 0.90 2.07 -2.67
H 2.36 1.34 -3.35
H 2.48 2.35 -1.92
H 2.60 -0.14 -1.41
H 0.99 -0.32 -2.12
H 1.90 2.41 0.06
H 1.20 1.77 1.43
H -3.21 1.45 -0.69
H -4.68 -0.23 0.37
H -3.73 -2.17 1.55
H -1.27 -2.46 1.66
H 0.68 -0.11 2.63
H 2.27 -0.47 1.93
H 1.16 -1.78 2.30
*
```

Properties
* SMILES: CC[C@@]1(N)Oc2ccccc2[C@@]1(C)C#N
* E_HOMO: -8.226 eV

Atomic partial charges in e from the Mulliken method, atoms 1 to 5: number 1, C, carries -1.4220; number 2, C, carries -0.6412; number 3, C, carries 0.6388; number 4, N, carries -0.4560; number 5, O, carries -0.5834

<two>
This record from OMol25 describes a single C12H14N2O molecule. The level of theory is wB97M-V/def2-TZVPD.

```
! wB97M-V def2-TZVPD RIJCOSX def2/J DEFGRID3
* xyz 0 1
C -1.68 3.15 0.73
C -1.82 1.97 0.58
C -2.43 0.74 0.27
C -3.61 0.36 1.05
C -4.12 -0.90 0.74
C -3.64 -1.68 -0.34
C -2.52 -1.29 -1.08
C -1.93 -0.01 -0.82
C -0.82 0.51 -1.68
O -0.98 0.41 -2.87
N 0.29 1.21 -1.29
N 0.74 1.17 0.05
C 1.87 0.19 0.31
C 3.14 0.51 -0.44
C 1.18 -1.16 0.10
H -1.51 4.24 0.90
H -4.04 1.07 1.74
H -5.10 -1.21 1.21
H -4.25 -2.45 -0.59
H -2.11 -1.84 -1.88
H 0.79 1.62 -2.10
H 0.92 2.08 0.28
H 1.96 0.34 1.44
H 3.58 1.52 -0.57
H 3.78 -0.17 -0.05
H 2.84 0.24 -1.45
H 1.85 -1.98 0.59
H 0.86 -1.30 -0.89
H 0.26 -1.20 0.73
*
```

Properties
* SMILES: C#Cc1ccccc1C(=O)NNC(C)C
* E_HOMO: -8.684 eV

Atomic partial charges in e from the Mulliken method, atoms 1 to 5: number 1, C, carries -0.0131; number 2, C, carries -0.7404; number 3, C, carries 1.2730; number 4, C, carries -0.8670; number 5, C, carries -0.2909

Short version: <one> is the most stable of them.

<one>
This record from OMol25 describes a gas-phase ion, C2H6N2P (charge +1). The level of theory is wB97M-V/def2-TZVPD.

```
! wB97M-V def2-TZVPD RIJCOSX def2/J DEFGRID3
* xyz 1 1
C 0.62 -1.82 -0.05
N 1.24 -0.70 0.06
P 1.69 0.75 0.15
C -0.09 1.52 -0.11
N -1.17 0.52 0.14
H 0.43 -2.30 -0.98
H 0.18 -2.32 0.87
H -0.32 1.78 -1.14
H -0.04 2.44 0.48
H -1.14 -0.22 -0.54
H -1.40 0.34 1.12
*
```

Properties
* SMILES: C=[N+]=PCN
* E_HOMO: -13.884 eV

Atomic partial charges in e from the Mulliken method, atoms 1 to 5: number 1, C, carries -0.2219; number 2, N, carries 0.0231; number 3, P, carries 0.2998; number 4, C, carries -0.4884; number 5, N, carries -0.5218

<two>
This record from OMol25 describes a gas-phase ion, C2H6N2P (charge +1). The level of theory is wB97M-V/def2-TZVPD.

```
! wB97M-V def2-TZVPD RIJCOSX def2/J DEFGRID3
* xyz 1 1
C -1.21 0.27 0.03
N -0.43 1.19 0.53
P 1.33 0.96 0.43
C 0.89 -0.61 -0.60
N -0.63 -0.75 -0.50
H -2.26 0.32 0.26
H -0.86 2.01 0.79
H 1.61 0.31 1.95
H 1.36 -1.65 -0.46
H 1.33 -0.38 -1.66
H -1.14 -1.65 -0.78
*
```

Properties
* SMILES: C1=[NH+]PCN1
* E_HOMO: -14.204 eV

Atomic partial charges in e from the Mulliken method, atoms 1 to 5: number 1, C, carries 0.0310; number 2, N, carries -0.1552; number 3, P, carries 0.0329; number 4, C, carries -0.4937; number 5, N, carries -0.1482

Short version: <two> is the most stable of them.

<one>
This record from OMol25 describes a single C4H7NO2S molecule. The level of theory is wB97M-V/def2-TZVPD.

```
! wB97M-V def2-TZVPD RIJCOSX def2/J DEFGRID3
* xyz 0 1
N 0.43 -1.50 0.82
C 0.49 -0.46 -0.20
C -0.65 -0.71 -1.22
O -1.10 0.11 -1.96
O -1.05 -1.99 -1.23
C 0.55 0.94 0.39
C -0.54 1.95 0.29
S 0.95 2.38 -0.63
H 1.37 -1.65 1.26
H -0.19 -1.24 1.57
H 1.40 -0.62 -0.79
H -0.59 -2.43 -0.48
H 1.08 0.93 1.33
H -1.40 1.73 -0.31
H -0.73 2.58 1.17
*
```

Properties
* SMILES: N[C@@H](C(=O)O)[C@@H]1CS1
* E_HOMO: -8.809 eV

Atomic partial charges in e from the Mulliken method, atoms 1 to 5: number 1, N, carries -0.7479; number 2, C, carries 0.4839; number 3, C, carries 0.3453; number 4, O, carries -0.5502; number 5, O, carries -0.4978

<two>
This record from OMol25 describes 2 unconnected molecules or ions with the total composition C4H7NO2S. The level of theory is wB97M-V/def2-TZVPD.

```
! wB97M-V def2-TZVPD RIJCOSX def2/J DEFGRID3
* xyz 0 1
O -1.20 -2.16 0.18
C -0.54 -1.19 0.43
N -0.84 -0.44 1.59
C -0.55 0.91 1.76
O -0.64 1.42 2.85
C 0.69 -0.75 -0.36
C 0.84 -1.66 -1.60
S 0.87 1.96 -2.02
H -1.21 -1.01 2.34
H -0.39 1.52 0.85
H 0.74 0.23 -0.84
H 1.58 -0.82 0.30
H 0.29 -2.61 -1.49
H 0.48 -1.11 -2.48
H 1.81 -1.94 -2.03
*
```

Properties
* E_HOMO: -10.177 eV

Atomic partial charges in e from the Mulliken method, atoms 1 to 5: number 1, O, carries -0.5587; number 2, C, carries 0.6004; number 3, N, carries -0.1060; number 4, C, carries 0.1908; number 5, O, carries -0.5187

<three>
This record from OMol25 describes a single C4H7NO2S molecule. The level of theory is wB97M-V/def2-TZVPD.

```
! wB97M-V def2-TZVPD RIJCOSX def2/J DEFGRID3
* xyz 0 1
C 0.17 -2.23 -0.23
C 0.19 -0.95 0.05
C 1.19 0.04 0.24
C 0.64 1.41 -0.13
N -0.76 1.48 0.39
S -1.42 0.01 0.16
O -2.00 -0.11 -1.16
O -2.32 -0.34 1.25
H -0.84 -2.63 -0.35
H 1.11 -2.76 -0.56
H 1.48 0.10 1.27
H 2.22 0.05 -0.32
H 1.24 2.15 0.41
H 0.59 1.66 -1.17
H -1.50 2.12 0.15
*
```

Properties
* SMILES: C=C1CCNS1(=O)=O
* E_HOMO: -10.047 eV

Atomic partial charges in e from the Mulliken method, atoms 1 to 5: number 1, C, carries -0.7963; number 2, C, carries 0.3471; number 3, C, carries -0.3940; number 4, C, carries -0.4912; number 5, N, carries -0.3619

<four>
This record from OMol25 describes a single C4H7NO2S molecule. The level of theory is wB97M-V/def2-TZVPD.

```
! wB97M-V def2-TZVPD RIJCOSX def2/J DEFGRID3
* xyz 0 1
C -0.31 -0.93 -0.03
C -0.24 -2.10 0.36
C -0.70 0.41 -0.18
C 0.46 1.43 -0.38
N 1.64 0.94 0.41
O 3.58 -0.38 0.98
O 3.05 -0.24 -1.37
S 2.51 -0.48 0.03
H 3.68 0.77 -1.53
H -0.28 -3.15 0.45
H -1.52 0.40 -0.92
H -1.05 0.61 0.78
H 0.87 1.65 -1.45
H 0.17 2.47 -0.10
H 1.35 0.81 1.33
*
```

Properties
* E_HOMO: -8.797 eV

Atomic partial charges in e from the Mulliken method, atoms 1 to 5: number 1, C, carries -0.4827; number 2, C, carries -0.0879; number 3, C, carries -0.3733; number 4, C, carries -0.4628; number 5, N, carries -0.4190

Short version: <one> is the most stable of them.

<one>
This record from OMol25 describes 2 unconnected molecules or ions with the total composition C3H5IS. The level of theory is wB97M-V/def2-TZVPD.

```
! wB97M-V def2-TZVPD RIJCOSX def2/J DEFGRID3
* xyz 0 1
C 0.80 1.29 -0.91
C 0.13 -0.63 0.71
C -0.23 0.67 -0.08
S 2.33 0.80 -1.00
I -1.70 2.00 0.74
H 0.31 2.07 -1.44
H -0.84 -1.02 0.89
H 0.61 -0.30 1.60
H 0.72 -1.30 0.22
H -1.07 -0.11 -1.30
*
```

Properties
* E_HOMO: -9.017 eV

Atomic partial charges in e from the Mulliken method, atoms 1 to 5: number 1, C, carries -0.2813; number 2, C, carries -1.4024; number 3, C, carries -0.1192; number 4, S, carries -0.2344; number 5, I, carries 0.1411

<two>
This record from OMol25 describes a molecular structure, C3H5IS. The level of theory is wB97M-V/def2-TZVPD.

```
! wB97M-V def2-TZVPD RIJCOSX def2/J DEFGRID3
* xyz 0 1
C 0.01 -0.10 1.09
C -0.61 -0.60 0.06
C -1.09 -0.09 -1.24
S -1.08 1.61 -1.43
I -2.53 -1.26 -2.09
H 0.33 -0.82 1.85
H 0.54 0.89 1.13
H -0.86 -1.65 0.03
H 0.72 -0.96 -1.93
H -2.07 1.75 -2.42
*
```

Properties
* E_HOMO (alpha / beta): -7.800 / -9.234 eV

Atomic partial charges in e from the Mulliken method, atoms 1 to 5: number 1, C, carries -0.7051; number 2, C, carries -0.0554; number 3, C, carries -0.1308; number 4, S, carries -0.2102; number 5, I, carries 0.1666

Short version: <one> is the most stable of them.

<one>
This record from OMol25 describes a single C3H5NS2 molecule. The level of theory is wB97M-V/def2-TZVPD.

```
! wB97M-V def2-TZVPD RIJCOSX def2/J DEFGRID3
* xyz 0 1
C 1.00 -0.15 -0.07
C -0.46 -0.66 0.24
C -0.71 1.98 -0.58
N 1.26 1.09 0.63
S -1.64 0.57 -0.41
S 0.69 2.42 0.18
H 1.68 -0.89 0.34
H 1.12 0.23 -1.11
H -0.46 -1.59 -0.31
H -0.64 -0.67 1.31
H -1.09 2.83 -1.11
*
```

Properties
* E_HOMO (alpha / beta): -7.556 / -7.557 eV

Atomic partial charges in e from the Mulliken method, atoms 1 to 5: number 1, C, carries -0.6333; number 2, C, carries -0.5165; number 3, C, carries -0.3145; number 4, N, carries -0.4610; number 5, S, carries -0.0986

<two>
This record from OMol25 describes a single C3H5NS2 molecule. The level of theory is wB97M-V/def2-TZVPD.

```
! wB97M-V def2-TZVPD RIJCOSX def2/J DEFGRID3
* xyz 0 1
C 0.30 -0.99 0.18
C -0.29 0.17 -0.12
C -1.72 0.49 -0.03
N 1.61 -1.24 -0.02
S 3.18 1.35 0.02
S 2.98 -0.54 -0.05
H -0.13 -1.78 0.60
H 0.28 0.84 -0.58
H -2.38 -0.44 0.29
H -2.11 0.83 -1.08
H -1.73 1.32 0.80
*
```

Properties
* E_HOMO: -8.710 eV

Atomic partial charges in e from the Mulliken method, atoms 1 to 5: number 1, C, carries -0.0231; number 2, C, carries -0.2408; number 3, C, carries -0.9267; number 4, N, carries -0.4130; number 5, S, carries -0.2636

<three>
This record from OMol25 describes a single C3H5NS2 molecule. The level of theory is wB97M-V/def2-TZVPD.

```
! wB97M-V def2-TZVPD RIJCOSX def2/J DEFGRID3
* xyz 0 1
C -0.21 -0.12 1.57
C 0.61 0.58 0.63
C -0.06 0.89 -0.74
N -1.03 -1.57 -0.80
S -1.42 -3.04 -1.10
S -0.10 -0.60 -1.77
H 0.51 -0.59 2.35
H 0.76 1.46 1.15
H 1.61 0.32 0.58
H -1.10 0.99 -0.64
H 0.43 1.68 -1.22
*
```

Properties
* E_HOMO (alpha / beta): -8.044 / -8.044 eV

Atomic partial charges in e from the Mulliken method, atoms 1 to 5: number 1, C, carries -0.3234; number 2, C, carries -0.6291; number 3, C, carries -0.6515; number 4, N, carries -0.1036; number 5, S, carries -0.1216

Short version: <two> is the most stable of them.

<one>
This record from OMol25 describes a gas-phase ion, C3H3N2O (charge +1). The level of theory is wB97M-V/def2-TZVPD.

```
! wB97M-V def2-TZVPD RIJCOSX def2/J DEFGRID3
* xyz 1 3
C 0.00 1.79 -0.04
C -1.06 -0.38 0.06
C 1.21 -0.72 0.05
N -0.81 0.92 0.17
N 0.05 -1.20 -0.06
O 2.16 -0.08 0.02
H 0.66 2.54 0.32
H -2.03 -0.84 -0.01
H -0.17 -2.03 -0.50
*
```

Properties
* expectation value of S²: 2.033
* E_HOMO (alpha / beta): -11.371 / -18.007 eV

Atomic partial charges in e from the Mulliken method, atoms 1 to 5: number 1, C, carries -0.0449; number 2, C, carries -0.0423; number 3, C, carries 0.5857; number 4, N, carries -0.3232; number 5, N, carries -0.1252

<two>
This record from OMol25 describes 2 unconnected molecules or ions with the total composition C3H3N2O. The level of theory is wB97M-V/def2-TZVPD.

```
! wB97M-V def2-TZVPD RIJCOSX def2/J DEFGRID3
* xyz 1 3
C 3.84 -0.18 -0.69
C 1.70 0.89 0.57
C 0.02 0.25 -0.89
N 2.76 1.19 0.86
N 0.51 0.35 0.27
O 4.45 -0.91 -0.08
H -0.77 -0.34 -1.01
H 0.55 0.54 -1.77
H 0.25 -0.05 1.27
*
```

Properties
* expectation value of S²: 2.009
* E_HOMO (alpha / beta): -12.914 / -17.959 eV

Atomic partial charges in e from the Mulliken method, atoms 1 to 5: number 1, C, carries 0.2683; number 2, C, carries 0.5089; number 3, C, carries -0.4508; number 4, N, carries -0.1725; number 5, N, carries -0.1771

Short version: <one> is the most stable of them.